Run one
The following is a quantum chemistry calculation of 2 unconnected molecules or ions with the total composition C3H3N2O, from the OMol25 dataset.

Geometry (Å):
C  0.721  -0.780  -0.312
C  2.934  0.067  -0.105
C  -1.188  0.523  -0.013
N  1.942  -0.608  -0.292
N  -2.140  -0.215  0.033
O  3.928  0.605  0.058
H  -1.291  1.540  0.118
H  -2.885  0.155  0.547
H  -2.022  -1.288  -0.033

**E_LUMO (spin up / spin down)**: -0.2174 / -0.2174 hartree
**Total charge**: +1

=====

Run two
The following is a quantum chemistry calculation of a gas-phase ion, C3H3N2O (charge +1), from the OMol25 dataset.

Geometry (Å):
C  -0.106  -0.068  -0.091
C  0.723  -0.445  -1.214
C  -1.401  -0.596  0.020
N  -2.255  -1.279  -0.543
N  0.493  -0.991  -2.286
O  0.530  -1.718  -3.188
H  0.168  0.666  0.555
H  1.692  -0.067  -1.010
H  -2.001  -0.022  0.825

**E_LUMO (spin up / spin down)**: -0.2957 / -0.3023 hartree
**Total charge**: +1

=====

Run three
The following is a quantum chemistry calculation of a gas-phase ion, C3H3N2O (charge +1), from the OMol25 dataset.

Geometry (Å):
C  1.579  -0.006  -0.015
C  0.172  0.358  0.045
N  -0.849  1.181  0.064
C  -1.137  -0.305  -0.216
N  -2.261  -0.491  0.191
O  -3.378  -0.277  0.042
H  1.896  -0.359  -0.926
H  1.637  -0.938  0.493
H  2.341  0.837  0.322

**E_LUMO (spin up / spin down)**: -0.2639 / -0.2639 hartree
**SMILES**: Cc1nc1=[N+]=O
**Total charge**: +1

=====

Energy comparison, zero being the most stable, in eV: run one 0.000; run two 2.164; run three 1.188.

=====

Run one
The following is a quantum chemistry calculation of 2 unconnected molecules or ions with the total composition C4H13N2O2, from the OMol25 dataset.

Geometry (Å):
C  0.137  -1.734  0.456
C  1.559  -1.290  0.689
C  1.575  0.177  1.131
O  1.670  1.047  0.095
N  -0.638  -0.800  -0.397
C  -1.753  -0.020  0.166
N  -3.043  -0.574  -0.217
H  0.043  -2.648  -0.136
H  -0.425  -1.834  1.388
H  2.140  -2.026  1.253
H  2.163  -1.338  -0.227
H  0.728  0.457  1.773
H  2.459  0.324  1.780
H  -0.012  -0.324  -1.031
H  -1.697  -0.184  1.245
H  -1.726  1.003  -0.191
H  -3.140  -1.574  -0.120
H  -3.254  -0.333  -1.177
H  1.204  3.214  -1.375
H  0.538  1.954  -0.957
O  0.482  2.635  -1.643

**E_LUMO (spin up / spin down)**: 0.0311 / -0.0804 hartree
**<S²>**: 0.75
**Spin multiplicity**: 2

=====

Run two
The following is a quantum chemistry calculation of 2 unconnected molecules or ions with the total composition C4H13N2O2, from the OMol25 dataset.

Geometry (Å):
C  -1.346  1.662  0.500
C  -0.780  0.282  0.030
C  0.546  0.453  -0.836
C  0.920  -0.999  -0.988
N  2.066  -1.697  -0.667
O  0.050  -1.816  -1.523
N  -1.755  -0.226  -0.998
H  -2.515  1.404  0.704
H  -1.245  2.446  -0.200
H  -0.876  2.090  1.419
H  -0.636  -0.433  0.917
H  0.370  0.931  -1.839
H  1.298  1.207  -0.433
H  2.727  -1.329  0.064
H  2.094  -2.693  -0.968
H  -2.055  0.635  -1.533
H  -2.554  -0.627  -0.545
H  -1.375  -1.111  -1.487
H  2.427  -0.079  2.593
H  1.104  -0.004  3.231
O  1.536  -0.097  2.560

**E_LUMO (spin up / spin down)**: 0.0216 / 0.0170 hartree
**<S²>**: 0.75
**Spin multiplicity**: 2

=====

Energy comparison, zero being the most stable, in eV: run one 0.000; run two 2.338.

=====

Run one
The following is a quantum chemistry calculation of C6H9NO2 in the gas phase, from the OMol25 dataset.

Geometry (Å):
C  1.272  -1.003  -1.037
C  -0.895  0.474  -0.342
C  1.363  0.432  -1.539
C  0.089  1.296  -1.213
C  -0.552  0.013  0.993
C  -1.435  -0.828  1.879
N  0.533  -1.530  -0.293
O  -1.914  0.052  -0.865
O  0.415  0.635  1.718
H  1.808  -1.588  -1.756
H  2.267  0.916  -1.158
H  1.511  0.408  -2.601
H  -0.551  1.550  -2.029
H  0.440  2.230  -0.848
H  -1.183  -0.595  2.830
H  -1.138  -1.888  1.983
H  -2.449  -0.838  1.708
H  0.418  0.264  2.570

**E_LUMO (spin up / spin down)**: 0.0018 / 0.0019 hartree

=====

Run two
The following is a quantum chemistry calculation of a molecular structure, C6H9NO2, from the OMol25 dataset.

Geometry (Å):
C  -0.873  -1.822  -1.235
C  -0.160  0.295  -0.425
C  -0.436  1.737  -0.310
C  -0.459  0.066  1.057
C  0.922  -0.510  1.615
C  1.734  -0.462  0.594
H  0.198  -2.243  -1.294
H  -1.532  -1.995  -2.202
H  -1.245  -2.088  -0.257
H  0.433  2.425  -0.436
H  -1.271  2.321  -0.886
H  -0.203  1.865  1.627
H  -1.390  -0.678  1.029
H  0.995  -1.365  2.618
H  2.730  -1.007  0.716
N  -0.843  1.417  1.047
O  -0.868  -0.327  -1.343
O  1.220  -0.045  -0.660

**E_LUMO**: 0.0329 hartree

=====

Run three
The following is a quantum chemistry calculation of a molecular structure, C6H9NO2, from the OMol25 dataset.

Geometry (Å):
C  -1.827  0.195  0.340
C  -0.593  0.906  -0.166
C  1.801  1.049  0.001
C  1.514  -0.379  -0.580
C  1.539  -1.664  0.357
C  -0.522  -0.368  0.640
H  -2.561  -1.565  -0.558
H  -2.175  0.556  1.333
H  -0.763  0.839  -1.340
H  2.529  1.349  -0.671
H  2.367  1.197  1.027
H  1.586  -0.640  -1.751
H  1.829  -1.364  1.321
H  1.897  -2.572  -0.232
H  0.008  -0.260  1.540
N  0.334  -1.253  -0.254
O  -2.824  -0.304  -0.354
O  0.508  1.904  0.049

**E_LUMO**: 0.0057 hartree

=====

Energy comparison, zero being the most stable, in eV: run one 0.000; run two 1.052; run three 4.798.

=====

Run one
The following is a quantum chemistry calculation of C6H9NO2 in the gas phase, from the OMol25 dataset.

Geometry (Å):
C  -1.142  -1.806  -2.171
C  -0.340  -0.713  -1.794
C  -0.928  0.128  -0.585
C  0.087  0.325  0.260
C  -0.021  1.250  1.513
O  -0.445  2.267  1.695
O  0.437  0.380  2.618
C  1.386  -0.227  -0.259
N  1.056  -1.066  -1.264
H  -1.269  -2.598  -1.342
H  -2.259  -1.568  -2.453
H  -0.712  -2.368  -2.780
H  -0.391  0.034  -2.793
H  -2.143  0.445  -0.264
H  0.399  0.793  3.589
H  1.807  0.648  -0.866
H  1.897  -0.630  0.403
H  1.092  -2.215  -0.935

**E_LUMO**: 0.0290 hartree
**SMILES**: C[C@H]1C=C(C(=O)O)CN1

=====

Run two
The following is a quantum chemistry calculation of 2 unconnected molecules or ions with the total composition C6H9NO2, from the OMol25 dataset.

Geometry (Å):
C  -3.634  -0.036  -0.142
C  -2.148  -0.241  -0.081
O  -1.590  -1.269  -0.368
C  -1.341  0.930  0.367
N  -0.724  1.844  0.712
H  -3.978  -0.228  -1.165
H  -4.116  -0.772  0.514
H  -3.929  0.977  0.168
C  2.458  0.800  -0.877
C  1.551  -0.174  -0.170
C  2.147  -0.998  0.953
O  0.391  -0.317  -0.490
H  2.855  1.529  -0.159
H  1.915  1.329  -1.670
H  3.318  0.276  -1.311
H  2.034  -2.070  0.717
H  1.585  -0.812  1.877
H  3.205  -0.769  1.127

**E_LUMO**: 0.0067 hartree
**SMILES**: CC(=O)C#N.CC(C)=O

=====

Run three
The following is a quantum chemistry calculation of C6H9NO2 in the gas phase, from the OMol25 dataset.

Geometry (Å):
C  0.984  1.014  1.858
C  1.358  0.948  0.389
N  0.515  0.201  -0.423
C  -1.014  0.624  -0.633
O  -1.346  1.733  -0.337
C  -1.800  -0.559  -0.941
C  -0.776  -1.715  -1.157
C  0.610  -1.123  -0.681
O  1.621  -1.833  -0.531
H  0.932  -0.029  2.325
H  1.804  1.748  2.307
H  -0.001  1.606  2.054
H  2.511  0.842  0.309
H  1.317  2.070  0.044
H  -2.651  -0.748  -0.167
H  -2.346  -0.363  -1.861
H  -0.672  -1.894  -2.186
H  -1.045  -2.522  -0.368

**E_LUMO**: 0.0225 hartree
**SMILES**: CCN1C(=O)CCC1=O

=====

Energy comparison, zero being the most stable, in eV: run one 4.125; run two 1.061; run three 0.000.

=====

Run one
The following is a quantum chemistry calculation of 2 unconnected molecules or ions with the total composition C6H9NO2, from the OMol25 dataset.

Geometry (Å):
C  -0.153  -0.759  0.574
C  -0.848  0.045  1.583
C  1.521  -0.420  0.635
C  -0.459  -0.338  -0.841
C  0.235  0.910  -1.187
C  -1.531  -0.710  -1.552
O  2.230  -1.491  0.195
N  0.100  1.967  -0.415
O  2.071  0.450  1.272
H  3.167  -1.269  0.363
H  -0.128  -1.845  0.683
H  -0.093  2.940  -0.632
H  1.019  0.838  -1.944
H  -0.405  1.396  0.971
H  -1.869  0.348  1.363
H  -0.828  -0.414  2.571
H  -2.248  -1.412  -1.144
H  -1.781  -0.235  -2.495

**E_LUMO (spin up / spin down)**: -0.0028 / -0.0029 hartree

=====

Run two
The following is a quantum chemistry calculation of a molecular structure, C6H9NO2, from the OMol25 dataset.

Geometry (Å):
C  0.791  -0.764  -1.624
C  0.422  0.349  -0.660
C  -0.815  0.062  0.250
N  -0.100  0.472  1.465
C  1.330  0.524  0.556
O  2.260  1.284  0.703
C  -1.987  0.864  -0.091
C  -2.977  1.450  -0.464
H  0.898  -1.726  -1.103
H  -0.005  -0.878  -2.372
H  1.749  -0.540  -2.110
H  0.331  1.314  -1.176
H  -1.090  -1.005  0.269
H  -0.545  0.972  2.226
H  -3.936  1.823  -0.778
H  0.539  -0.848  2.028
O  1.662  -1.307  1.737
H  1.474  -2.044  1.146

**E_LUMO**: 0.0201 hartree

=====

Run three
The following is a quantum chemistry calculation of C6H9NO2 in the gas phase, from the OMol25 dataset.

Geometry (Å):
C  -0.358  -0.250  1.928
C  0.519  0.085  0.726
C  0.046  1.410  0.081
O  -1.343  1.586  0.053
C  0.570  -1.101  -0.283
C  -0.302  -0.855  -1.486
O  -1.505  -0.948  -1.512
C  0.475  -0.448  -2.649
N  1.132  -0.122  -3.528
H  -0.410  0.606  2.594
H  0.050  -1.096  2.477
H  -1.369  -0.492  1.611
H  1.542  0.252  1.073
H  0.481  1.512  -0.927
H  0.415  2.244  0.686
H  -1.762  0.879  -0.452
H  0.218  -2.007  0.218
H  1.602  -1.255  -0.611

**E_LUMO**: -0.0283 hartree
**SMILES**: C[C@H](CO)CC(=O)C#N

=====

Run four
The following is a quantum chemistry calculation of a molecular structure, C6H9NO2, from the OMol25 dataset.

Geometry (Å):
C  -1.363  0.407  0.473
C  0.149  0.555  0.125
C  1.066  0.209  1.280
C  1.118  -1.192  0.734
C  0.937  -0.505  -0.652
C  0.118  -0.396  -2.016
H  -3.357  0.033  0.552
H  -1.825  1.650  0.689
H  -1.299  0.035  1.476
H  0.473  0.462  2.213
H  2.010  0.583  1.197
H  2.113  -1.773  0.550
H  0.226  -1.561  1.018
H  1.848  0.200  -1.232
H  -0.076  -0.901  -3.004
N  -0.145  0.865  -2.201
O  -2.389  -0.275  -0.337
O  0.394  1.605  -0.865

**E_LUMO**: -0.0039 hartree

=====

Energy comparison, zero being the most stable, in eV: run one 3.668; run two 3.549; run three 0.000; run four 8.767.